1.
18
Properties=species:S:1:pos:R:3 method="wB97M-V/def2-TZVPD" e_above_lowest_kj_mol=172.94 gap_ev=8.938 homo_energy_ev=-8.22 total_energy_ev=-9910.4494
C 1.49701 1.12536 -1.38803
C -0.46709 -0.87076 2.06168
H -1.35686 -2.00346 -1.90162
H -0.90016 -2.13102 -3.35917
H -0.70503 1.88074 0.05967
H -0.87793 0.25123 -0.51608
O 0.73880 1.58193 -2.20134
H 1.63166 1.51980 0.66253
O -1.11130 -1.46925 -2.67136
H -1.32786 1.00409 2.20261
N -0.78395 0.43687 1.57201
H 2.57417 1.02374 -1.65223
H -0.54872 -1.65988 1.29660
C -0.38433 0.85313 0.26261
C 1.12671 0.78979 0.02957
H -1.17059 -1.13144 2.85390
H 0.55449 -0.98852 2.44800
H 1.51099 -0.21235 0.24063



2.
75
Properties=species:S:1:pos:R:3 method="wB97M-V/def2-TZVPD" charge=+2 gap_ev=6.588 homo_energy_ev=-13.32 total_energy_ev=-84431.6272
C 1.32574 -4.09210 -0.03957
C -3.82076 4.68110 -0.47057
C -0.12906 2.24480 -1.66947
C 0.50984 -2.26080 2.10933
C -2.75806 3.81630 -0.75387
C -4.22126 -4.34510 -0.31027
C 0.90254 -2.77430 -0.06617
H -1.36056 -3.38240 -1.86207
H -5.18856 5.39750 1.02993
H -2.37086 2.44780 2.33203
H -1.72406 0.26630 2.49923
N -1.72426 0.32550 -0.23907
C 5.88384 0.26250 0.08543
P -0.83426 -1.16490 -0.05147
C 3.90974 -0.76900 -0.00187
H -0.15436 -2.52580 -0.10147
H -2.38656 3.78940 -1.77527
C 0.60414 1.77380 -3.95137
H 7.65244 1.06800 -0.23807
C -4.25766 -3.39840 0.70973
C -0.60996 -0.65280 4.07763
C 0.01654 1.36300 -2.74827
H -3.19796 1.27590 -1.51237
C -3.17566 -4.33270 -1.23007
C -3.82976 3.92220 1.81163
C -4.35826 4.73140 0.81183
C -2.76376 3.06280 1.52703
C 3.99724 1.45650 -0.04757
H 1.37684 4.96790 -3.11797
N 5.31904 1.45800 0.03193
H 4.65094 -3.44710 0.05603
C 0.86974 -2.44270 3.44743
H 2.40574 2.57290 0.23273
C 3.58054 -3.26960 0.02063
H 0.59054 -1.77240 5.47273
N 3.35804 2.68050 -0.09177
C -0.41886 -1.27280 1.72793
H -5.00796 -5.09070 -0.38837
N 1.74014 -1.71510 -0.05147
P -0.83526 1.80590 -0.05147
C 0.31254 -1.63400 4.43163
C 0.39914 3.54290 -1.82777
H -3.31036 -1.70060 1.60583
H 1.54334 3.38690 -5.02517
N 7.26334 0.21560 0.14193
N 5.23854 -0.88940 0.05573
H 0.35494 4.25740 -1.00587
H 3.06354 -5.36250 0.02823
C 2.69154 -4.34210 0.00543
C 1.08334 3.07160 -4.09267
C 0.98824 3.95740 -3.02597
N 3.23864 0.37910 -0.05147
Sc 1.14094 0.32010 -0.05147
H -2.45206 -0.14740 -2.20837
C -2.18606 -2.40810 -0.10857
H 3.92324 3.38620 0.35843
C -0.97656 -0.48160 2.73823
H -0.30836 0.33120 -2.67647
H 0.60724 -4.90390 -0.05327
H -3.14556 -5.07020 -2.02767
H -4.23166 5.30800 -1.25757
H 0.95614 -2.91400 1.36153
C -2.16506 -3.37210 -1.12977
H 1.58114 -3.21930 3.71603
H -3.64926 -0.27760 -0.90837
C -2.78526 0.29520 -1.26227
C -3.24796 -2.43770 0.80953
H 0.69594 1.06900 -4.77437
C 3.07424 -1.97030 -0.01037
H -5.07286 -3.40160 1.42853
H 7.60254 -0.65520 -0.24157
H -1.05366 -0.02370 4.84433
H -4.24586 3.95440 2.81523
H 1.71584 2.08960 -0.05147
C -2.20976 2.98570 0.23693



3.
79
Properties=species:S:1:pos:R:3 method="wB97M-V/def2-TZVPD" e_above_lowest_kj_mol=0.00 charge=+1 spin_multiplicity=6 gap_ev="5.900 / 6.652" homo_energy_ev="-8.37 / -11.17" total_energy_ev=-62876.2858 s_squared=8.7954
H 3.54173 2.49512 -1.69087
C 0.85585 4.36033 2.71890
O 0.11932 3.49748 -1.71425
C 0.89425 1.84738 3.85188
H 5.13172 -0.24864 2.84498
H -3.24351 -0.43665 -4.46649
C 0.58579 3.24555 1.86218
C -1.48493 -0.90774 -0.39038
C 3.25779 -2.44237 1.07453
C -0.81609 -0.49820 2.64121
H -1.96090 3.01597 -3.80128
H -0.10445 -4.32707 -2.37919
C 0.28790 3.58321 0.53103
H 1.91178 -4.23226 -3.79229
C 3.06691 0.02113 2.34441
N 0.80880 -1.16201 -1.77937
C -3.23102 -3.06195 0.01677
C -2.89263 -0.43429 3.86645
C 1.14352 2.94377 4.64110
H -1.71220 -3.60106 3.66071
C 1.12760 4.22049 4.04816
H -3.89110 -3.90066 0.18985
H -0.23072 -0.12750 -4.91422
H -3.13351 2.21382 -2.71894
H -2.01785 -1.30905 -3.53422
C -1.71465 0.84512 -3.65457
C -3.54834 -1.78675 0.43663
C -2.83769 -1.81172 4.03265
H 3.32611 -3.40447 0.58149
H 2.32789 1.87070 0.11932
P 0.37758 0.41067 1.62072
C -2.69970 -0.71448 0.25369
H -3.62468 -2.32420 4.57239
N 2.22636 1.31459 -0.72515
C 4.27048 -0.67304 2.34535
N -0.09110 2.78833 -0.49486
H 2.38246 -0.13818 -2.63678
C -1.14101 -2.17630 -0.89161
C 1.94875 -0.51268 1.70629
H 1.34040 2.82579 5.69797
H 1.19916 -2.17816 0.56929
C 2.05759 -1.75028 1.06846
N 2.67966 2.00159 -1.88765
H -0.16227 1.64657 -4.95949
H -3.26112 -0.36244 -2.69440
Ir -0.24161 0.71733 -0.63660
F -1.74004 -4.47067 -1.04671
C 2.31763 -2.17717 -3.31457
H 3.19365 -2.08159 -3.94162
H -2.99831 0.25286 0.64046
H 0.83024 5.35135 2.27972
C 4.36842 -1.90205 1.71094
H -3.72021 0.13201 4.27546
C 1.60345 -3.36037 -3.22952
N -0.85712 0.87477 -2.52365
C -2.03202 -3.22334 -0.63909
H -0.70142 3.39293 -2.19937
H -1.93025 1.29673 3.05208
C 0.08119 -2.29076 -1.71171
C 0.62578 1.95405 2.47442
C 1.87762 -1.09570 -2.57477
C -1.76735 -2.52822 3.51794
F -4.71360 -1.58972 1.05567
C -0.75643 -1.87615 2.82440
H 0.33346 4.63472 0.27146
H 3.00584 0.98430 2.83396
H 2.75865 0.46136 -0.60462
H 1.32317 5.09950 4.64923
C -1.88631 0.22041 3.17504
H 5.30766 -2.44062 1.71322
H 0.07466 -2.45230 2.44010
H -1.46466 0.78612 -5.79901
C 0.47300 -3.42036 -2.43288
C -2.57055 2.12098 -3.64932
C -0.83002 0.78495 -4.91114
H 1.96569 2.67907 -2.12582
H -3.27937 2.07641 -4.47735
H 0.89666 0.86258 4.30662
C -2.61744 -0.39886 -3.57337



4.
75
Properties=species:S:1:pos:R:3 method="wB97M-V/def2-TZVPD" e_above_lowest_kj_mol=268.48 charge=-2 spin_multiplicity=2 gap_ev="5.317 / 5.279" homo_energy_ev="-1.53 / -1.49" total_energy_ev=-232054.6234 s_squared=0.7651
C 0.78398 -2.70244 4.08793
H 5.21058 2.22111 -2.88235
O -0.55641 3.90895 -3.02197
C -0.70780 -2.42800 -3.27003
S 1.73679 0.43459 1.03582
C -0.15598 2.35472 1.40457
C 1.88514 2.67439 -2.23868
H -3.69152 -4.59438 3.15627
Ru 0.32281 0.19475 -0.92709
O 2.27626 -0.09487 -2.02198
H 1.46877 -1.12196 6.32228
H 2.24734 -1.97654 -3.70006
C -0.88629 0.63213 4.83752
H 3.03834 -2.63697 -2.28524
H -0.67262 1.54191 5.38710
C 1.30701 -0.27297 5.65125
O -1.94049 -0.94608 -0.95308
H -1.64338 -2.32363 -2.72904
C -0.51443 -1.29819 -4.25736
C 4.09351 4.00690 -3.39130
C 3.18901 2.04004 -2.34255
C -4.98923 -3.51255 0.22445
C 1.75036 3.91714 -2.97168
H -5.61688 -4.98486 1.66496
C -2.86866 -2.40309 0.69873
H 1.28550 0.63906 6.24794
C -4.86140 -4.25665 1.39005
H -2.84055 0.68060 -4.35320
O 0.77603 4.74117 4.24884
C -2.78307 -3.10803 1.91080
N 5.24476 4.71884 -3.91410
S -0.69672 3.79040 2.26771
O -0.64135 -1.50064 0.71323
H -2.77215 0.18613 -2.61830
H -5.84704 -3.64436 -0.42487
C -2.03159 0.53969 4.06014
H 2.17423 -0.21130 4.98403
O 5.09109 5.83105 -4.40400
Se 0.61641 -2.50596 -1.85078
S -1.21093 1.68791 0.17545
O 0.97262 2.24216 -1.49406
O 4.50295 0.13120 -1.86189
C 3.36474 0.58170 -1.99409
H -1.55432 -3.72428 3.40593
H -4.04258 -2.03521 -1.02339
H -2.71710 1.37712 3.99569
C 0.02645 -0.41606 4.86651
H -3.19809 -0.68501 2.74782
C -2.36296 0.83354 -3.38590
C -2.30491 -0.61960 3.35788
C 0.67317 3.90363 3.37118
H 0.42694 -1.40053 -4.79488
O 0.44094 5.70846 -3.63338
C -3.99227 -2.60306 -0.10450
N -1.72753 -2.93445 2.81211
H 2.17695 -3.75691 -3.40155
C -0.22934 -1.58436 4.14418
S 1.88217 2.67006 3.03201
H 0.68608 -3.25016 3.14790
C -1.74239 -1.53685 0.14640
H -1.31610 -1.30417 -4.99774
H 2.72010 5.53579 -3.96213
H 1.80073 -2.30613 4.13028
C 4.24771 2.71130 -2.86136
C -1.42253 -1.69366 3.42753
H -2.45311 1.87670 -3.08482
C 2.18759 -2.76301 -2.95154
O 6.33524 4.17311 -3.84487
C 1.00485 1.84890 1.74615
Se -0.45322 0.50782 -3.52863
H 0.67565 -3.41463 4.91798
C -3.77717 -4.04326 2.22431
N 0.45047 4.55818 -3.19120
C 2.84861 4.58045 -3.48231
H -0.69981 -3.38678 -3.78702



5.
19
Properties=species:S:1:pos:R:3 method="wB97M-V/def2-TZVPD" e_above_lowest_kj_mol=633.50 gap_ev="9.628 / 7.438" homo_energy_ev="-9.27 / -8.10" total_energy_ev=-7446.8657
C 1.89745 -0.25549 -1.14473
H 0.69690 0.33442 0.52484
C -0.37517 1.06928 -1.21958
H 2.56632 -2.29775 -0.64560
C 2.56126 -1.25935 -0.32647
H 0.14494 2.03154 -1.28139
H 1.71456 -0.60082 -2.17151
C 0.49170 0.03814 -0.50608
C -1.55829 1.13064 -0.35309
H -3.66547 -0.29272 1.70835
H -0.01562 -0.92613 -0.43462
H -1.94904 -0.39103 2.19516
H 0.24103 -1.24033 1.61197
H 3.32845 -0.96687 0.38282
C -2.74965 0.28925 1.84928
H -2.92182 1.04597 2.62054
H 2.44181 0.69729 -1.17790
H -0.61207 0.74115 -2.23713
C -2.23728 0.85283 0.60513



6.
18
Properties=species:S:1:pos:R:3 method="wB97M-V/def2-TZVPD" e_above_lowest_kj_mol=376.82 gap_ev="7.331 / 6.691" homo_energy_ev="-8.37 / -7.95" total_energy_ev=-32916.4802
F 2.43370 -1.17576 1.25077
H -3.26326 -0.45106 0.02371
H -2.14713 1.24270 -1.70233
F 3.73336 -0.15510 -0.00139
H -1.32607 -2.69137 -0.12827
C -1.34204 -1.56686 -0.00294
C 1.84048 1.00859 0.80845
N 1.38879 1.96161 -0.10163
H -2.75594 -0.97042 -1.58621
C 2.45841 -0.30235 0.31361
N -0.47223 -1.10064 0.79564
C -2.36084 -0.59408 -0.58876
N 0.24588 1.96975 -0.53865
F 1.87297 -0.75656 -0.75446
C -1.70249 0.70020 -0.85372
N -0.36471 0.24553 0.95286
C -0.63035 0.98914 -0.12408
Cl 2.39148 1.64668 2.23739